DFT (ωB97M-V/def2-TZVPD) results for an isolated molecule of C4H6F2O2 in a non-equilibrium geometry.

Summary:
**Relative energy (zero: lowest compared OMol25 entry of this formula, charge and spin)**: 1.3236 eV
**E**: -506.17863 hartree
**Largest force on an atom**: 4.42 eV/Å
**Kohn-Sham gap**: 10.81 eV
**Structure (SMILES)**: COC(=O)C(C)(F)F
**HOMO level**: -0.36801 Eh

Geometry as XYZ:
```
14
C4H6F2O2, DFT ωB97M-V/def2-TZVPD
C -0.18018 -0.19779 0.05225
C 2.34816 0.56588 1.10728
C -1.85756 -1.06864 -1.46984
C 1.58642 0.42808 -0.19435
O -0.56977 -0.46104 1.16134
O -0.65779 -0.32918 -1.14238
F 2.16124 -0.55043 -1.04868
F 1.46653 1.58086 -0.92819
H 1.88061 -0.00083 1.90017
H 3.39907 0.21525 1.02747
H 2.36956 1.56159 1.45478
H -1.66258 -1.35093 -2.62538
H -2.81662 -0.57167 -1.27174
H -1.94402 -2.05751 -0.82726
```

DFT (ωB97M-V/def2-TZVPD) results for C4H6F30Na3O3P5 as an isolated structure in a non-equilibrium geometry.

Summary:
**Relative energy (zero: lowest compared OMol25 entry of this formula, charge and spin)**: 0.0000 eV
**E**: -5572.91434 hartree
**Largest force on an atom**: 3.05 eV/Å
**Kohn-Sham gap**: 8.88 eV
**Charge**: -2
**HOMO level**: -0.25478 Eh

Geometry as XYZ:
```
51
C4H6F30Na3O3P5, DFT ωB97M-V/def2-TZVPD
Na 2.14742 0.67167 0.34143
Na -0.55505 -3.01785 0.19408
Na 0.67201 2.03167 -3.68662
P 2.81298 -0.55885 -3.73786
F 1.31689 -0.22089 -4.27708
F 2.54761 -2.11860 -3.84005
F 3.35412 -0.50422 -5.25626
F 4.28976 -0.84472 -3.14900
F 3.04346 1.08995 -3.73290
F 2.37663 -0.48483 -2.14977
P 1.72272 2.68030 3.15108
F 0.60344 2.33259 2.01983
F 0.82278 3.91308 3.65116
F 1.07597 1.74174 4.25382
F 2.96766 3.01367 4.21306
F 2.61514 1.44220 2.57766
F 2.47707 3.65834 2.08930
P -0.79092 -0.33615 -1.03543
F -1.56976 -0.91430 0.25201
F -2.16580 0.29949 -1.60955
F -0.49247 0.99882 -0.13471
F -0.00513 0.41881 -2.26929
F 0.54193 -0.94104 -0.40959
F -1.10747 -1.65819 -1.91575
P 1.75058 -2.27280 3.02689
F 0.24654 -2.86241 2.66698
F 1.95868 -3.62027 3.99071
F 2.32751 -3.07760 1.79792
F 3.21620 -1.74917 3.51166
F 1.65286 -0.90113 2.13294
F 1.09685 -1.48789 4.27428
P 1.09486 -5.24254 -1.27425
F 1.59067 -5.51097 -2.78845
F 0.21096 -6.55846 -1.31398
F 2.32805 -6.15947 -0.65722
F 0.73536 -4.81893 0.26766
F 1.98511 -3.92812 -1.28216
F -0.21578 -4.39318 -1.83664
C -3.21935 2.39358 1.54923
C -3.20420 2.78397 0.07434
C -4.52030 2.57813 -0.65589
O -4.96741 3.91514 -0.95510
C -4.01530 4.81497 -0.62501
O -4.01903 5.95409 -0.95193
O -3.01469 4.21461 0.08029
H -3.46834 1.32394 1.55125
H -3.97033 2.93609 2.11696
H -2.21666 2.45353 1.96769
H -2.40447 2.33098 -0.50280
H -5.26681 2.05509 -0.05959
H -4.39257 2.13612 -1.64534
```

DFT (ωB97M-V/def2-TZVPD) results for an isolated ion of composition C4H6F3N4S and charge +1 in a non-equilibrium geometry.

Summary:
**E**: -1072.37894 hartree
**2S+1**: 3
**Largest force on an atom**: 5.59 eV/Å
**Kohn-Sham gap (alpha / beta)**: 8.78 / 6.76 eV
**Charge**: +1
**HOMO level (alpha / beta)**: -0.44816 / -0.52479 Eh

Geometry as XYZ:
```
18
C4H6F3N4S, DFT ωB97M-V/def2-TZVPD
C -1.83362 1.16093 -0.30531
C -1.78200 0.73085 1.92624
C 0.62264 -0.82740 -0.56634
C -1.05434 1.83816 2.86920
N -3.02828 1.44177 0.24957
N -3.07270 1.22696 1.47350
N -1.04200 0.53432 0.68211
N 0.04776 -0.22544 0.60414
F 0.18276 1.35251 3.17665
F -0.78264 2.94649 2.18567
F -1.71107 2.05402 3.87842
S -1.61347 1.84586 -1.94550
H -1.94519 -0.19743 2.45163
H 1.37000 -0.17981 -1.03952
H 1.08084 -1.72630 -0.30295
H -0.26529 -1.17281 -1.10933
H 0.35054 -0.49245 1.49225
H -0.34472 1.58360 -1.58519
```

DFT (ωB97M-V/def2-TZVPD) results for a 2-piece molecular cluster, C4H6FN overall in a non-equilibrium geometry.

Summary:
**Relative energy (zero: lowest compared OMol25 entry of this formula, charge and spin)**: 1.4640 eV
**E**: -310.38282 hartree
**2S+1**: 3
**Largest force on an atom**: 4.14 eV/Å
**Kohn-Sham gap (alpha / beta)**: 8.20 / 8.36 eV
**HOMO level (alpha / beta)**: -0.26597 / -0.46420 Eh

Geometry as XYZ:
```
12
C4H6FN, DFT ωB97M-V/def2-TZVPD
C 1.19268 -1.52154 -0.83190
C -0.13477 1.01715 -0.84972
C -0.31391 -0.13970 1.41928
C -0.44268 -0.14143 -0.04638
N 2.15477 -1.94268 -1.27383
F -1.46062 -0.87544 -0.52371
H -0.86069 1.06031 -1.77825
H -0.26388 1.87126 -0.27573
H 0.82683 1.00562 -1.23177
H -0.31224 0.87765 1.78348
H 0.73656 -0.58834 1.79419
H -1.12205 -0.62286 1.81434
```

DFT (ωB97M-V/def2-TZVPD) results for a 2-piece molecular cluster, C4H6FNO overall in a non-equilibrium geometry.

Summary:
**Relative energy (zero: lowest compared OMol25 entry of this formula, charge and spin)**: 3.6434 eV
**E**: -385.73963 hartree
**Largest force on an atom**: 3.65 eV/Å
**Kohn-Sham gap (alpha / beta)**: 8.28 / 8.28 eV
**HOMO level (alpha / beta)**: -0.30765 / -0.30765 Eh

Geometry as XYZ:
```
13
C4H6FNO, DFT ωB97M-V/def2-TZVPD
C -1.89114 1.01788 -0.19571
C 0.55922 -0.40980 0.33026
C 1.59690 0.53668 -0.03884
C -0.50940 -0.83663 -0.59476
N 0.71098 -0.91513 1.49046
O -2.72055 0.99081 0.63918
F -1.10864 -1.98922 -0.26612
H -1.79035 1.66673 -1.05671
H 1.44526 1.28818 -0.79235
H 2.40411 -0.11769 -0.37525
H 1.96228 0.93458 0.89585
H -0.51248 -0.56417 -1.65605
H -0.14620 -1.60223 1.62005
```

DFT (ωB97M-V/def2-TZVPD) results for a 2-piece molecular cluster, C4H6FNO2 overall in a non-equilibrium geometry.

Summary:
**Relative energy (zero: lowest compared OMol25 entry of this formula, charge and spin)**: 2.8391 eV
**E**: -461.02948 hartree
**Largest force on an atom**: 2.80 eV/Å
**Kohn-Sham gap (alpha / beta)**: 9.29 / 9.29 eV
**HOMO level (alpha / beta)**: -0.38435 / -0.38436 Eh

Geometry as XYZ:
```
14
C4H6FNO2, DFT ωB97M-V/def2-TZVPD
C 1.81951 0.78777 0.73824
C -0.13012 0.04003 -1.65744
C -0.64818 -0.81915 0.73496
C -0.41783 0.32482 -0.23073
N 2.84091 1.04995 1.19232
O 0.41072 -1.63565 0.90284
O -1.03936 1.48286 0.00936
F -1.03264 -0.23653 1.95182
H 0.48406 -0.84640 -1.76614
H 0.35753 0.89922 -2.11223
H -1.07708 -0.11370 -2.18243
H -1.51243 -1.43284 0.43405
H 1.20800 -1.07825 1.03723
H -1.26308 1.57787 0.94813
```

DFT (ωB97M-V/def2-TZVPD) results for an isolated molecule of C4H6FNOS in a non-equilibrium geometry.

Summary:
**Relative energy (zero: lowest compared OMol25 entry of this formula, charge and spin)**: 4.9507 eV
**E**: -783.89813 hartree
**Largest force on an atom**: 5.90 eV/Å
**Kohn-Sham gap**: 8.59 eV
**Structure (SMILES)**: COC(=S)N/C=C/F
**HOMO level**: -0.31418 Eh

Geometry as XYZ:
```
14
C4H6FNOS, DFT ωB97M-V/def2-TZVPD
C 0.93690 -2.19410 0.11788
C -0.47861 -0.52181 -1.29278
C -0.95512 1.55437 0.11068
C -0.23721 2.26568 0.96999
H 1.26349 -3.21828 0.03524
H 0.21107 -2.29314 1.00105
H 1.96489 -1.53550 0.37258
H 0.39293 0.23997 0.46948
H -1.60694 2.05998 -0.76222
H 0.68486 1.69571 1.47272
N -0.41291 0.33895 -0.26432
O 0.38219 -1.65423 -1.34698
F -0.25282 3.69878 1.33993
S -1.89272 -0.43638 -2.22324
```

DFT (ωB97M-V/def2-TZVPD) results for C4H6FNaO4 as an isolated structure in a non-equilibrium geometry.

Summary:
**Relative energy (zero: lowest compared OMol25 entry of this formula, charge and spin)**: 0.4543 eV
**E**: -719.14173 hartree
**Largest force on an atom**: 3.46 eV/Å
**Kohn-Sham gap**: 8.00 eV
**HOMO level**: -0.30399 Eh

Geometry as XYZ:
```
16
C4H6FNaO4, DFT ωB97M-V/def2-TZVPD
C 1.47719 0.82336 -0.83955
O 1.37495 -0.52455 -0.43976
H 2.11398 1.37595 -0.13108
H 2.05423 0.83544 -1.77334
H 0.54352 1.35898 -1.07406
C -1.41526 0.34159 0.68794
O -0.53447 -0.62038 0.96121
C 0.04077 -1.17620 -0.23420
C -1.14150 -0.89766 -1.18474
O -1.83529 0.19622 -0.55622
O -1.48078 1.28309 1.44355
F 1.24529 -0.09076 3.39600
H 0.29547 -2.23637 -0.16946
H -0.82477 -0.59285 -2.18596
H -1.81820 -1.75548 -1.25430
Na -0.09513 1.67958 3.35395
```

DFT (ωB97M-V/def2-TZVPD) results for a 2-piece molecular cluster, C4H6FO2 overall in a non-equilibrium geometry.

Summary:
**Relative energy (zero: lowest compared OMol25 entry of this formula, charge and spin)**: 0.0000 eV
**E**: -406.36812 hartree
**Largest force on an atom**: 2.39 eV/Å
**Kohn-Sham gap**: 7.21 eV
**Charge**: -1
**HOMO level**: -0.11229 Eh

Geometry as XYZ:
```
13
C4H6FO2, DFT ωB97M-V/def2-TZVPD
O 0.40488 -2.02702 -0.12879
C 1.41922 -1.37791 0.11576
C 1.64280 -0.32068 0.98654
F 2.38814 -1.43044 -0.92111
H 2.58802 0.22008 0.93187
H 1.19511 -0.40987 1.97704
H -0.05078 0.68229 0.28706
C -1.05903 1.24224 -0.16388
C -1.89765 0.21656 -0.79963
O -1.89628 -0.03948 -1.99813
H -1.59378 1.70584 0.67819
H -2.41389 -0.47757 -0.09869
H -0.72677 2.01597 -0.86623
```

DFT (ωB97M-V/def2-TZVPD) results for C4H6FO4Rb as an isolated structure in a non-equilibrium geometry.

Summary:
**Relative energy (zero: lowest compared OMol25 entry of this formula, charge and spin)**: 0.1013 eV
**E**: -580.91407 hartree
**Largest force on an atom**: 3.19 eV/Å
**Kohn-Sham gap**: 7.79 eV
**HOMO level**: -0.29051 Eh

Geometry as XYZ:
```
16
C4H6FO4Rb, DFT ωB97M-V/def2-TZVPD
O 1.42216 0.31496 -1.14889
C 1.59405 -0.82580 -0.72949
C 0.82288 -1.25912 0.49516
O 0.42589 -0.08594 1.18784
C -0.68150 0.57944 0.80971
O -1.69215 -0.20623 0.50909
O -0.74115 1.78028 0.99933
C -2.54135 0.22936 -0.56429
H 1.47198 -1.85353 1.15228
F 4.12141 0.99741 0.50210
H 1.91463 -1.64351 -1.40189
H -0.03795 -1.87395 0.19855
H -3.18968 -0.62000 -0.78983
H -3.13417 1.09302 -0.24179
H -1.93028 0.50617 -1.43149
Rb 2.17523 2.86743 0.45360
```

DFT (ωB97M-V/def2-TZVPD) results for C4H6FO4Y as an isolated structure in a non-equilibrium geometry.

Summary:
**Relative energy (zero: lowest compared OMol25 entry of this formula, charge and spin)**: 4.6700 eV
**E**: -594.44867 hartree
**Largest force on an atom**: 5.18 eV/Å
**Kohn-Sham gap**: 3.57 eV
**Charge**: +2
**HOMO level**: -0.57637 Eh

Geometry as XYZ:
```
16
C4H6FO4Y, DFT ωB97M-V/def2-TZVPD
C 0.41134 2.63338 -0.55825
O -0.59343 1.67976 -0.84780
H 1.30348 2.48823 -1.18865
H -0.01236 3.62418 -0.76834
H 0.70992 2.59008 0.50078
C -0.04350 -2.26020 0.77020
O -0.89606 -2.34380 -0.17525
C -0.59296 0.36735 -0.17609
C 0.77168 -0.30333 -0.23365
O 0.86529 -1.31800 0.77583
O -0.20682 -2.97007 1.79915
F -0.93048 0.59959 1.15632
H -1.39951 -0.13402 -0.72310
H 0.92399 -0.74881 -1.22273
H 1.57614 0.40317 -0.00624
Y -1.88674 -4.30751 0.89781
```

DFT (ωB97M-V/def2-TZVPD) results for C4H6FO4Yb as an isolated structure in a non-equilibrium geometry.

Summary:
**Relative energy (zero: lowest compared OMol25 entry of this formula, charge and spin)**: 2.2800 eV
**E**: -1714.84668 hartree
**2S+1**: 2
**Largest force on an atom**: 2.39 eV/Å
**Kohn-Sham gap (alpha / beta)**: 9.67 / 8.31 eV
**Charge**: +2
**HOMO level (alpha / beta)**: -0.70350 / -0.70278 Eh

Geometry as XYZ:
```
16
C4H6FO4Yb, DFT ωB97M-V/def2-TZVPD
C -0.51130 2.59546 3.33596
O -1.63948 2.09557 2.60834
H 0.28665 1.84204 3.34572
H -0.17047 3.49962 2.82382
H -0.81018 2.83967 4.36308
C 0.17672 0.44071 0.99104
O -3.62759 1.02623 2.87710
C -2.34242 0.84637 3.13905
C -1.69032 -0.30695 2.38438
O -1.01197 0.30191 1.16582
O 1.30813 0.34427 0.94649
F -4.48253 4.89102 1.52278
H -2.07665 0.74277 4.21084
H -0.88477 -0.81535 2.92212
H -2.41284 -0.99712 1.94552
Yb -3.91721 3.07702 2.19457
```

DFT (ωB97M-V/def2-TZVPD) results for a 2-piece molecular cluster, C4H6IN2 overall in a non-equilibrium geometry.

Summary:
**Relative energy (zero: lowest compared OMol25 entry of this formula, charge and spin)**: 3.9178 eV
**E**: -562.82617 hartree
**Largest force on an atom**: 3.80 eV/Å
**Kohn-Sham gap**: 8.51 eV
**Charge**: +1
**HOMO level**: -0.47239 Eh

Geometry as XYZ:
```
13
C4H6IN2, DFT ωB97M-V/def2-TZVPD
C -2.30673 2.24175 0.32913
C -1.95191 2.10759 1.68541
C 0.59185 -0.90825 -0.24328
C -2.46546 0.97103 1.01628
N -0.06107 -0.12822 0.50224
N 1.84155 -1.33083 0.10900
I -1.14414 2.89384 3.33751
H -2.34935 2.88533 -0.57754
H 0.39169 -1.14489 -1.32663
H -2.57196 -0.19757 0.94098
H 0.30559 -0.02432 1.48655
H 2.64366 -1.53674 -0.47178
H 2.09068 -0.95752 0.97823
```

DFT (ωB97M-V/def2-TZVPD) results for C4H6IP as an isolated structure in a non-equilibrium geometry.

Summary:
**Relative energy (zero: lowest compared OMol25 entry of this formula, charge and spin)**: 3.7355 eV
**E**: -794.92945 hartree
**Largest force on an atom**: 3.45 eV/Å
**Kohn-Sham gap (alpha / beta)**: 7.38 / 7.37 eV
**HOMO level (alpha / beta)**: -0.33062 / -0.33058 Eh

Geometry as XYZ:
```
12
C4H6IP, DFT ωB97M-V/def2-TZVPD
C -0.07897 -0.62060 1.14674
C 1.01798 -0.00392 0.41254
C 0.22685 0.78746 -0.65430
C -1.16760 0.08268 -0.97225
P -1.65441 -0.85492 0.58435
I 0.59354 -2.16633 3.44226
H 1.42085 0.83272 1.03211
H 1.89194 -0.70087 0.09633
H -0.11894 1.78495 -0.13603
H 0.73185 1.06761 -1.68097
H -1.86170 0.54940 -1.65853
H -1.00140 -0.75817 -1.61225
```

DFT (ωB97M-V/def2-TZVPD) results for C4H6IrO2 as an isolated structure in a non-equilibrium geometry.

Summary:
**Relative energy (zero: lowest compared OMol25 entry of this formula, charge and spin)**: 0.8569 eV
**E**: -409.77859 hartree
**2S+1**: 6
**Largest force on an atom**: 2.80 eV/Å
**Kohn-Sham gap (alpha / beta)**: 7.91 / 7.76 eV
**Charge**: +2
**HOMO level (alpha / beta)**: -0.65426 / -0.75006 Eh

Geometry as XYZ:
```
13
C4H6IrO2, DFT ωB97M-V/def2-TZVPD
O -2.91828 0.49403 0.82620
C -2.01567 0.38226 1.71138
H -3.83320 0.52864 1.16296
H -2.42572 0.34295 2.73737
C -0.08644 -0.66681 -1.07744
C 1.14216 -0.24654 -1.39832
C 2.29613 -0.09913 -0.44963
O 1.68529 0.53840 0.61320
Ir -0.01884 0.15222 1.13109
H 1.35369 -0.01768 -2.45533
H -0.99750 -0.92363 -1.61729
H 3.02945 0.58740 -0.91435
H 2.78895 -1.07210 -0.26985
```

DFT (ωB97M-V/def2-TZVPD) results for C4H6Li2O2 as an isolated structure in a non-equilibrium geometry.

Summary:
**Relative energy (zero: lowest compared OMol25 entry of this formula, charge and spin)**: 0.0000 eV
**E**: -321.29900 hartree
**2S+1**: 2
**Largest force on an atom**: 2.03 eV/Å
**Kohn-Sham gap (alpha / beta)**: 6.77 / 7.48 eV
**Charge**: +1
**HOMO level (alpha / beta)**: -0.39926 / -0.42814 Eh

Geometry as XYZ:
```
14
C4H6Li2O2, DFT ωB97M-V/def2-TZVPD
O -0.97406 0.26329 0.11140
C -2.15359 0.66104 0.41997
C -3.39168 0.19246 0.21206
Li 0.45318 1.32364 -0.41082
Li -0.50198 -1.47327 0.59987
H -3.55551 -0.63864 -0.48679
H -4.25872 0.71307 0.61733
C 2.38162 -0.72810 -0.54800
C 2.27156 -2.01345 -0.18492
O 2.04791 0.33297 0.24354
H 2.85983 -0.40305 -1.47381
H 2.68467 -2.78211 -0.83674
H 1.86708 -2.29563 0.79084
H 2.04055 0.08499 1.17847
```

DFT (ωB97M-V/def2-TZVPD) results for C4H6LiO as an isolated structure in a non-equilibrium geometry.

Summary:
**Relative energy (zero: lowest compared OMol25 entry of this formula, charge and spin)**: 3.6583 eV
**E**: -238.38470 hartree
**Largest force on an atom**: 7.63 eV/Å
**Kohn-Sham gap**: 9.19 eV
**Charge**: +1
**HOMO level**: -0.52919 Eh

Geometry as XYZ:
```
12
C4H6LiO, DFT ωB97M-V/def2-TZVPD
O -0.55678 -1.97799 0.41743
Li -1.72298 -0.89073 1.41421
C 0.44219 -1.86531 -0.27666
C 1.31467 -0.48846 -0.26680
H 2.14878 -1.37020 -0.33314
H 1.50477 -0.18581 0.76832
H 1.31000 -0.10099 -1.29579
H 0.49292 -2.40868 -1.23907
C -0.90206 1.19660 0.63511
C -1.19118 2.40067 0.27205
H -2.10796 2.92619 0.56258
H -0.73238 2.76471 -0.65826
```